Formula: CH3IOS
Source: the OMol25 dataset
Level of theory: ωB97M-V/def2-TZVPD

Results
LUMO (alpha / beta)   -0.24 / -0.24 eV
HOMO (alpha / beta)   -0.30605 / -0.30603 Eh
Relative energy (zero: lowest compared OMol25 entry of this formula, charge and spin)   257.4 kJ/mol
Electronic energy   -22065.412 eV

Structure (ORCA input):
```
! RIJCOSX wB97M-V def2-TZVPD def2/J DEFGRID3
* xyz 0 1
C 0.255 -0.686 -0.711
I -0.968 -2.078 0.326
H -0.834 0.460 2.241
O 0.893 0.498 0.827
H 1.104 -0.843 -1.277
H -0.510 0.112 -1.029
S 0.446 -0.029 2.176
*
```

Quick look at the Löwdin charges, all values in e:
1. C -0.480
2. I 0.799
3. H -0.124
4. O -0.777
5. H -0.024
6. H 0.026
7. S 0.580

Formula: CH5IOSi
Source: the OMol25 dataset
Level of theory: ωB97M-V/def2-TZVPD

Results
LUMO (alpha / beta)   -0.88 / -1.71 eV
HOMO (alpha / beta)   -0.35386 / -0.28029 Eh
Relative energy (zero: lowest compared OMol25 entry of this formula, charge and spin)   598.9 kJ/mol
Electronic energy   -19139.777 eV

Structure (ORCA input):
```
! RIJCOSX wB97M-V def2-TZVPD def2/J DEFGRID3
* xyz 0 1
H -0.591 0.758 1.172
H -1.359 0.817 -1.208
I -3.258 -0.980 0.269
Si -1.540 0.805 0.176
H 2.694 0.612 -1.940
H 2.080 -0.834 -1.499
H 3.719 -0.387 -0.810
C 2.629 -0.065 -1.099
O 1.916 0.430 -0.026
*
```

Here are the Löwdin charges for atoms 1 to 8, given in e:
1. H -0.200
2. H -0.203
3. I 0.217
4. Si 0.200
5. H 0.079
6. H 0.057
7. H 0.115
8. C -0.200

Formula: CH7N3
Source: the OMol25 dataset
Level of theory: ωB97M-V/def2-TZVPD

Results
⟨S²⟩   0.76
LUMO (alpha / beta)   -5.44 / -8.23 eV
HOMO (alpha / beta)   -0.45245 / -0.45245 Eh
Relative energy (zero: lowest compared OMol25 entry of this formula, charge and spin)   15.2 kJ/mol
Electronic energy   -5611.282 eV

Structure (ORCA input):
```
! RIJCOSX wB97M-V def2-TZVPD def2/J DEFGRID3
* xyz 1 2
C -0.409 -0.555 -2.537
N -0.533 0.352 -1.597
N -0.227 -1.827 -2.299
N 0.948 0.929 3.683
H 1.006 -0.015 4.028
H -0.533 -0.240 -3.579
H -0.911 -2.557 -2.529
H -0.180 0.071 -0.687
H -0.142 1.240 -1.898
H 0.245 1.048 2.965
H 0.737 1.554 4.450
*
```

Here are the Löwdin charges for atoms 1 to 8, given in e:
1. C -0.171
2. N 0.212
3. N 0.324
4. N 0.004
5. H 0.001
6. H 0.180
7. H 0.148
8. H 0.153

Formula: C4H11NS
Source: the OMol25 dataset
Level of theory: ωB97M-V/def2-TZVPD

Results
LUMO   0.92 eV
SMILES string   C=NC.CSC
HOMO   -0.31247 Eh
Relative energy (zero: lowest compared OMol25 entry of this formula, charge and spin)   353.8 kJ/mol
Electronic energy   -16648.126 eV

Structure (ORCA input):
```
! RIJCOSX wB97M-V def2-TZVPD def2/J DEFGRID3
* xyz 0 1
H -2.749 2.664 -1.741
H 0.367 -0.075 -2.324
H 1.900 -3.291 3.123
H -1.416 3.929 -1.857
C -1.723 2.812 -2.090
H 0.139 -0.518 1.915
S -0.656 1.745 -0.875
H -1.142 2.676 -3.107
C -0.663 0.305 -1.968
N 2.079 -1.478 1.982
H 0.312 -2.590 2.800
C 1.252 -0.478 2.161
H 1.609 0.487 2.408
C 1.318 -2.800 2.370
H -1.130 0.636 -2.890
H 1.367 -3.369 1.384
H -0.864 -0.655 -1.292
*
```

Here are the Löwdin charges for atoms 1 to 8, given in e:
1. H 0.018
2. H 0.046
3. H 0.045
4. H 0.051
5. C -0.379
6. H 0.082
7. S 0.628
8. H 0.068

Formula: C7H7AuN5O4
Source: the OMol25 dataset
Level of theory: ωB97M-V/def2-TZVPD

Results
⟨S²⟩   2.01
LUMO (alpha / beta)   -11.97 / -15.54 eV
HOMO (alpha / beta)   -0.68000 / -0.68001 Eh
Electronic energy   -26665.627 eV

Structure (ORCA input):
```
! RIJCOSX wB97M-V def2-TZVPD def2/J DEFGRID3
* xyz 3 3
H -2.281 -1.529 4.826
N -1.347 -1.196 5.057
C 0.125 2.114 -0.331
N -0.705 -0.536 4.029
H -1.198 -0.848 5.985
H 1.723 1.046 2.879
C -0.088 -2.023 -0.239
H 0.879 -1.287 -5.121
H 0.998 1.203 -5.012
O 3.182 -0.201 -0.156
N -0.948 -0.708 2.729
Au 0.052 0.037 -0.310
H -0.994 -1.196 -5.142
C 0.839 0.458 3.077
C -0.030 -0.667 -5.097
C 0.034 0.673 -5.038
O -3.117 0.141 0.090
N 0.426 0.142 4.321
O -0.176 -3.094 0.158
C -2.004 0.105 -0.168
C 2.114 -0.082 -0.561
H -0.876 1.292 -5.032
O 0.094 3.162 0.141
N 0.049 -0.029 2.125
*
```

Here are the Löwdin charges for atoms 1 to 8, given in e:
1. H 0.135
2. N 0.188
3. C -0.053
4. N -0.209
5. H 0.132
6. H 0.126
7. C -0.066
8. H 0.135

Formula: C4H14N4
Source: the OMol25 dataset
Level of theory: ωB97M-V/def2-TZVPD

Results
LUMO   0.76 eV
SMILES string   N=C(N)N.CC(C)N
HOMO   -0.32373 Eh
Relative energy (zero: lowest compared OMol25 entry of this formula, charge and spin)   30.6 kJ/mol
Electronic energy   -10335.487 eV

Structure (ORCA input):
```
! RIJCOSX wB97M-V def2-TZVPD def2/J DEFGRID3
* xyz 0 1
H 2.049 -0.418 0.066
H -0.403 -1.931 0.469
C -0.381 -1.394 1.428
H 2.639 0.292 1.602
N -1.037 2.201 -0.753
H -1.563 2.276 -3.930
N -1.067 2.415 -3.047
H -0.964 -0.450 1.388
C -1.370 1.640 -1.894
H -2.193 -0.013 -1.270
H -2.064 0.094 -3.045
C 1.729 -0.012 1.063
H 2.739 -2.104 2.027
H -1.233 1.583 0.013
C 1.036 -1.085 1.896
N -1.773 0.357 -2.128
H -0.926 -1.886 2.225
N 1.757 -2.347 1.905
H 0.972 -0.745 2.956
H 1.717 -2.738 0.962
H 1.138 0.908 0.860
H -0.803 3.359 -2.794
*
```

Here are the Löwdin charges for atoms 1 to 8, given in e:
1. H 0.089
2. H 0.081
3. C -0.091
4. H 0.070
5. N 0.071
6. H 0.083
7. N 0.081
8. H 0.063

Formula: C3H6CdO3
Source: the OMol25 dataset
Level of theory: ωB97M-V/def2-TZVPD

Results
⟨S²⟩   0.75
LUMO (alpha / beta)   -4.56 / -6.65 eV
HOMO (alpha / beta)   -0.47914 / -0.53764 Eh
Relative energy (zero: lowest compared OMol25 entry of this formula, charge and spin)   385.8 kJ/mol
Electronic energy   -13901.535 eV

Structure (ORCA input):
```
! RIJCOSX wB97M-V def2-TZVPD def2/J DEFGRID3
* xyz 1 2
H -1.729 -0.221 0.815
O 1.712 -0.715 1.044
O -0.076 1.601 -1.917
C 0.229 -0.654 1.438
H 2.146 -0.167 0.388
H -1.493 -1.463 -0.313
Cd 0.705 -0.341 -2.725
C -0.834 -0.700 0.401
H 0.124 0.279 2.012
O -0.362 0.031 -0.749
H 0.051 -1.473 2.148
H 0.434 2.610 -1.582
C -0.908 1.214 -0.960
*
```

Here are the Löwdin charges for atoms 1 to 8, given in e:
1. H 0.123
2. O -0.087
3. O -0.236
4. C -0.128
5. H 0.053
6. H 0.201
7. Cd 1.139
8. C -0.178

Formula: H14O7
Source: the OMol25 dataset
Level of theory: ωB97M-V/def2-TZVPD

Results
LUMO   0.35 eV
SMILES string   O.O.O.O.O.O.O
HOMO   -0.39270 Eh
Relative energy (zero: lowest compared OMol25 entry of this formula, charge and spin)   102.8 kJ/mol
Electronic energy   -14560.396 eV

Structure (ORCA input):
```
! RIJCOSX wB97M-V def2-TZVPD def2/J DEFGRID3
* xyz 0 1
O 0.247 -1.005 2.031
O 1.768 -1.096 -2.126
O 0.105 1.957 -0.372
H 0.976 -0.734 1.386
H -1.146 -0.587 -0.970
O 2.106 0.295 0.113
H 2.137 -0.579 -2.908
H -0.320 0.704 -1.478
H 2.143 -0.083 -0.874
H 0.827 1.462 0.167
H -0.648 1.848 0.265
H 3.002 0.731 0.224
H 0.779 -0.888 -2.114
H -1.984 0.325 1.113
H -2.312 1.791 1.834
H -2.366 -2.117 0.233
O -1.619 1.086 1.600
H -0.214 -0.074 2.093
H -1.039 -1.531 1.095
O -1.784 -1.289 0.460
O -0.659 -0.218 -1.774
*
```

Here are the Löwdin charges for atoms 1 to 8, given in e:
1. O -0.107
2. O -0.111
3. O -0.128
4. H 0.054
5. H 0.024
6. O -0.145
7. H 0.094
8. H 0.045

Please write out number 3 again, unchanged.
Formula: CH7N3
Source: the OMol25 dataset
Level of theory: ωB97M-V/def2-TZVPD

Results
⟨S²⟩   0.76
LUMO (alpha / beta)   -5.44 / -8.23 eV
HOMO (alpha / beta)   -0.45245 / -0.45245 Eh
Relative energy (zero: lowest compared OMol25 entry of this formula, charge and spin)   15.2 kJ/mol
Electronic energy   -5611.282 eV

Structure (ORCA input):
```
! RIJCOSX wB97M-V def2-TZVPD def2/J DEFGRID3
* xyz 1 2
C -0.409 -0.555 -2.537
N -0.533 0.352 -1.597
N -0.227 -1.827 -2.299
N 0.948 0.929 3.683
H 1.006 -0.015 4.028
H -0.533 -0.240 -3.579
H -0.911 -2.557 -2.529
H -0.180 0.071 -0.687
H -0.142 1.240 -1.898
H 0.245 1.048 2.965
H 0.737 1.554 4.450
*
```

Here are the Löwdin charges for atoms 1 to 8, given in e:
1. C -0.171
2. N 0.212
3. N 0.324
4. N 0.004
5. H 0.001
6. H 0.180
7. H 0.148
8. H 0.153

Q: Which of these has the highest electronic energy?
A: CH7N3

Q: The lowest electronic energy belongs to which entry?
A: C7H7AuN5O4